# C20H21FIrN7O4S

C20H21FIrN7O4S as an isolated structure (ωB97M-V/def2-TZVPD, the Open Molecules 2025 dataset).

Geometry (Å):
Ir -0.041 -1.595 0.071
C -2.181 2.138 2.741
N -1.514 0.937 3.264
C -1.741 0.383 4.499
C -0.983 -0.730 4.588
N -0.289 -0.852 3.392
C -0.637 0.191 2.591
S -0.175 0.541 0.966
C 0.708 -1.853 3.182
C 1.424 -2.311 4.274
C 2.352 -3.322 4.088
C 2.549 -3.834 2.814
C 1.816 -3.303 1.776
N 0.901 -2.327 1.946
H -2.833 2.519 3.521
H -2.766 1.863 1.866
H -1.434 2.888 2.491
H -2.434 0.812 5.202
H -0.901 -1.448 5.382
H 1.285 -1.869 5.248
H 2.921 -3.694 4.929
H 3.266 -4.619 2.622
H 1.956 -3.651 0.761
C 4.128 0.351 -2.975
C 3.050 -0.593 -2.593
C 2.510 -1.687 -3.274
C 1.524 -2.211 -2.465
N 1.448 -1.481 -1.312
N 2.386 -0.498 -1.436
C 0.640 -3.380 -2.711
H 4.919 -0.181 -3.499
H 4.553 0.854 -2.108
H 3.727 1.107 -3.654
H 2.813 -2.043 -4.243
H 2.543 0.163 -0.690
H 1.241 -4.264 -2.920
H -0.002 -3.192 -3.571
H -0.002 -3.597 -1.853
F -6.270 -5.987 -0.976
C -5.507 -5.077 -1.459
C -5.298 -3.897 -0.742
N -4.508 -2.955 -1.228
C -4.317 -1.686 -0.505
C -3.019 -1.546 0.306
O -3.034 -0.850 1.287
O -1.965 -2.157 -0.181
C -3.854 -3.063 -2.532
O -3.184 -2.158 -2.920
N -4.093 -4.233 -3.194
C -4.866 -5.320 -2.774
O -4.998 -6.331 -3.389
H -5.787 -3.740 0.214
H -5.158 -1.554 0.171
H -4.326 -0.888 -1.251
H -3.678 -4.309 -4.119

Calculated values
**Frontier orbital gap (alpha / beta)**: 0.3080 / 0.2189 hartree
**Charge**: +3
**Energy relative to the best compared isomer or geometry (same formula, charge and spin)**: 18.2 kJ/mol
**<S²>**: 8.78
**2S+1**: 6
**DFT total energy**: -2060.36866 Ha